# 1
{"formula": "C42H84F24N9O21S8", "method": "ωB97M-V/def2-TZVPD", "species": ["C", "C", "C", "O", "C", "N", "H", "H", "H", "H", "H", "H", "H", "H", "H", "H", "H", "H", "C", "C", "C", "N", "C", "C", "C", "C", "C", "C", "H", "H", "H", "H", "H", "H", "H", "H", "H", "H", "H", "H", "H", "H", "H", "H", "H", "H", "H", "H", "C", "C", "C", "N", "C", "C", "C", "C", "C", "C", "H", "H", "H", "H", "H", "H", "H", "H", "H", "H", "H", "H", "H", "H", "H", "H", "H", "H", "H", "H", "C", "O", "C", "C", "N", "H", "H", "C", "C", "O", "C", "H", "H", "H", "H", "H", "H", "H", "H", "H", "H", "H", "H", "H", "H", "C", "O", "C", "C", "N", "H", "H", "C", "C", "O", "C", "H", "H", "H", "H", "H", "H", "H", "H", "H", "H", "H", "H", "H", "H", "C", "F", "F", "F", "S", "O", "O", "N", "S", "O", "O", "C", "F", "F", "F", "C", "F", "F", "F", "S", "O", "O", "N", "S", "O", "O", "C", "F", "F", "F", "C", "F", "F", "F", "S", "O", "O", "N", "S", "O", "O", "C", "F", "F", "F", "C", "F", "F", "F", "S", "O", "O", "N", "S", "O", "O", "C", "F", "F", "F"], "xyz": [[0.772, 23.797, -4.997], [-0.147, 22.586, -4.492], [-1.680, 22.808, -4.736], [-2.314, 21.615, -4.251], [-3.733, 21.530, -4.459], [0.466, 21.409, -5.274], [0.207, 21.354, -6.248], [1.467, 21.505, -5.179], [0.137, 20.526, -4.912], [0.587, 23.965, -6.058], [1.849, 23.629, -4.958], [0.537, 24.676, -4.398], [-0.092, 22.296, -3.443], [-1.896, 23.117, -5.759], [-2.122, 23.468, -3.989], [-3.964, 21.550, -5.524], [-4.376, 22.292, -4.018], [-4.052, 20.580, -4.031], [-3.002, 29.057, 5.636], [-1.723, 28.469, 5.033], [-0.664, 29.410, 4.482], [0.834, 28.898, 4.467], [1.820, 29.987, 4.083], [1.848, 30.368, 2.588], [1.937, 29.068, 1.709], [0.788, 28.085, 2.104], [0.946, 27.671, 3.623], [1.332, 28.521, 5.869], [-3.343, 29.976, 5.159], [-2.818, 29.227, 6.697], [-3.833, 28.356, 5.555], [-2.034, 27.936, 4.134], [-1.358, 27.673, 5.681], [-0.638, 30.326, 5.072], [-0.885, 29.817, 3.496], [1.718, 30.779, 4.824], [2.812, 29.588, 4.297], [0.984, 30.951, 2.269], [2.716, 30.978, 2.336], [1.727, 29.217, 0.650], [2.885, 28.552, 1.856], [-0.229, 28.471, 2.031], [0.838, 27.198, 1.473], [0.200, 26.941, 3.935], [1.927, 27.260, 3.860], [1.366, 29.470, 6.405], [2.380, 28.228, 5.930], [0.668, 27.894, 6.464], [-1.381, 18.327, 6.948], [-1.143, 19.887, 7.115], [-2.464, 20.734, 7.045], [-2.308, 22.268, 6.955], [-3.822, 22.652, 7.214], [-4.072, 24.208, 6.919], [-3.517, 24.627, 5.536], [-2.034, 24.163, 5.241], [-1.811, 22.610, 5.537], [-1.418, 22.818, 8.129], [-1.580, 18.070, 5.908], [-2.238, 18.107, 7.585], [-0.557, 17.716, 7.316], [-0.327, 20.331, 6.545], [-0.789, 20.178, 8.104], [-3.037, 20.526, 7.949], [-3.038, 20.372, 6.193], [-4.515, 22.021, 6.659], [-4.004, 22.597, 8.287], [-5.123, 24.461, 6.782], [-3.501, 24.724, 7.691], [-4.162, 24.346, 4.704], [-3.361, 25.698, 5.406], [-1.686, 24.526, 4.274], [-1.446, 24.772, 5.927], [-2.070, 22.097, 4.611], [-0.729, 22.522, 5.641], [-0.377, 22.583, 7.907], [-1.823, 22.545, 9.103], [-1.580, 23.881, 7.951], [-10.306, 23.089, 3.993], [-10.422, 23.564, 2.677], [-11.505, 24.378, 2.496], [-11.421, 25.126, 1.226], [-11.465, 23.998, 0.136], [-10.810, 23.270, 0.382], [-12.365, 23.580, 0.325], [-11.373, 24.390, -1.416], [-10.010, 24.326, -2.077], [-9.184, 23.314, -1.677], [-9.257, 22.144, -2.449], [-11.005, 22.364, 4.409], [-10.213, 23.838, 4.780], [-9.378, 22.521, 3.927], [-11.476, 25.083, 3.327], [-12.425, 23.797, 2.563], [-10.465, 25.649, 1.182], [-12.289, 25.770, 1.085], [-11.899, 25.319, -1.635], [-12.157, 23.702, -1.732], [-9.566, 25.297, -1.858], [-10.077, 24.226, -3.160], [-10.249, 21.694, -2.477], [-8.602, 21.383, -2.026], [-8.876, 22.315, -3.456], [-6.379, 26.262, 4.041], [-6.267, 25.303, 2.992], [-7.472, 24.655, 2.606], [-7.270, 24.100, 1.221], [-6.048, 23.174, 1.199], [-5.430, 23.877, 1.577], [-6.056, 22.399, 1.846], [-5.502, 22.669, -0.143], [-4.669, 23.812, -0.791], [-3.843, 24.405, 0.237], [-2.605, 24.952, -0.133], [-6.691, 27.138, 3.471], [-5.344, 26.473, 4.313], [-7.048, 25.882, 4.813], [-8.371, 25.271, 2.611], [-7.599, 23.859, 3.340], [-7.119, 24.780, 0.383], [-8.102, 23.451, 0.945], [-6.471, 22.490, -0.609], [-5.029, 21.758, 0.223], [-5.342, 24.561, -1.210], [-4.092, 23.369, -1.602], [-2.729, 25.376, -1.130], [-1.780, 24.240, -0.126], [-2.361, 25.758, 0.559], [-8.947, 30.918, 0.798], [-8.941, 31.290, 2.055], [-10.202, 30.671, 0.430], [-8.460, 31.901, -0.018], [-7.943, 29.204, 0.606], [-8.710, 28.119, 1.284], [-7.707, 29.174, -0.811], [-6.400, 29.479, 1.478], [-5.447, 28.369, 0.990], [-4.580, 27.901, 2.074], [-5.955, 27.320, 0.132], [-4.215, 29.355, -0.227], [-3.336, 30.055, 0.489], [-3.479, 28.545, -0.981], [-4.851, 30.341, -0.870], [-3.864, 19.605, 2.251], [-2.828, 19.015, 2.879], [-3.414, 20.589, 1.426], [-4.428, 18.635, 1.578], [-5.011, 20.423, 3.492], [-5.083, 19.515, 4.605], [-4.370, 21.649, 3.836], [-6.490, 20.697, 2.547], [-7.527, 19.658, 2.987], [-7.049, 18.275, 3.043], [-8.298, 20.160, 4.130], [-8.641, 19.562, 1.424], [-9.200, 20.725, 1.144], [-7.789, 19.421, 0.372], [-9.539, 18.594, 1.397], [-2.791, 26.723, -5.515], [-2.581, 25.558, -6.021], [-1.760, 26.952, -4.756], [-3.045, 27.748, -6.312], [-4.361, 26.587, -4.300], [-4.084, 25.427, -3.457], [-4.374, 27.895, -3.585], [-5.635, 26.392, -5.522], [-6.865, 25.899, -4.709], [-6.951, 26.323, -3.316], [-8.058, 26.143, -5.492], [-6.577, 23.958, -4.624], [-6.291, 23.638, -3.445], [-7.707, 23.405, -5.087], [-5.688, 23.639, -5.545], [-12.972, 29.226, 2.902], [-11.761, 28.610, 2.736], [-12.954, 30.379, 2.126], [-13.950, 28.368, 2.448], [-13.143, 29.684, 4.773], [-12.467, 30.967, 4.925], [-14.630, 29.696, 4.920], [-12.549, 28.337, 5.746], [-11.040, 28.751, 5.970], [-10.308, 29.316, 4.834], [-10.854, 29.498, 7.197], [-10.214, 27.058, 6.170], [-10.613, 26.395, 7.267], [-10.600, 26.316, 5.135], [-8.919, 27.201, 6.249]], "charge": 2, "e_tot_ev": -253192.860, "molar_mass_g_mol": 1763.7, "homo_energy_ha": [-0.429, -0.429], "multiplicity": 2}

# 2
{"formula": "C42H84O39S3", "method": "ωB97M-V/def2-TZVPD", "species": ["C", "C", "O", "C", "O", "O", "C", "H", "H", "H", "H", "H", "H", "H", "H", "C", "C", "O", "C", "O", "O", "C", "H", "H", "H", "H", "H", "H", "H", "H", "C", "C", "O", "C", "O", "O", "C", "H", "H", "H", "H", "H", "H", "H", "H", "C", "C", "O", "C", "O", "O", "C", "H", "H", "H", "H", "H", "H", "H", "H", "C", "C", "O", "C", "O", "O", "C", "H", "H", "H", "H", "H", "H", "H", "H", "C", "C", "O", "C", "O", "O", "C", "H", "H", "H", "H", "H", "H", "H", "H", "C", "C", "O", "C", "O", "O", "C", "H", "H", "H", "H", "H", "H", "H", "H", "C", "C", "O", "C", "O", "O", "C", "H", "H", "H", "H", "H", "H", "H", "H", "C", "C", "O", "C", "O", "O", "C", "H", "H", "H", "H", "H", "H", "H", "H", "C", "C", "O", "S", "O", "O", "O", "H", "H", "H", "H", "C", "C", "O", "S", "O", "O", "O", "H", "H", "H", "H", "C", "C", "O", "S", "O", "O", "O", "H", "H", "H", "H"], "xyz": [[4.183, 0.189, -2.351], [4.755, -0.634, -1.187], [4.801, -1.937, -1.759], [4.987, -2.991, -0.983], [5.048, -2.985, 0.222], [4.950, -4.074, -1.752], [5.004, -5.375, -1.156], [3.228, -0.238, -2.657], [4.834, 0.053, -3.217], [4.134, 1.260, -2.168], [4.185, -0.642, -0.257], [5.777, -0.366, -0.909], [5.766, -5.346, -0.378], [5.318, -6.082, -1.918], [3.996, -5.611, -0.817], [2.152, 0.785, 7.475], [1.634, -0.377, 6.635], [1.659, 0.061, 5.275], [2.260, -0.679, 4.355], [2.827, -1.728, 4.422], [1.884, -0.080, 3.190], [2.457, -0.488, 1.941], [3.161, 1.153, 7.286], [2.085, 0.601, 8.549], [1.551, 1.691, 7.348], [0.649, -0.751, 6.904], [2.331, -1.190, 6.850], [1.622, -0.792, 1.309], [3.344, -1.109, 2.012], [2.738, 0.466, 1.484], [-4.463, 8.507, -0.718], [-4.900, 7.231, -1.436], [-4.164, 6.126, -0.928], [-3.897, 5.127, -1.735], [-4.262, 4.990, -2.872], [-3.242, 4.207, -1.018], [-2.784, 3.038, -1.623], [-4.890, 9.398, -1.173], [-3.381, 8.633, -0.796], [-4.712, 8.408, 0.337], [-4.763, 7.360, -2.510], [-5.979, 7.109, -1.334], [-3.261, 2.745, -2.562], [-2.923, 2.165, -0.982], [-1.718, 2.973, -1.859], [-6.159, -7.040, -2.636], [-4.834, -6.440, -3.176], [-3.852, -7.473, -3.185], [-2.837, -7.518, -2.316], [-1.971, -8.331, -2.434], [-2.962, -6.602, -1.367], [-1.978, -6.463, -0.350], [-6.898, -6.267, -2.432], [-5.866, -7.329, -1.622], [-6.412, -7.875, -3.280], [-4.629, -5.578, -2.546], [-4.974, -6.209, -4.231], [-1.834, -5.414, -0.105], [-1.035, -6.861, -0.728], [-2.300, -7.051, 0.509], [-5.325, -2.476, -5.189], [-5.980, -3.143, -3.976], [-5.330, -2.776, -2.753], [-5.677, -3.377, -1.638], [-6.694, -3.970, -1.400], [-4.670, -3.287, -0.769], [-4.693, -4.029, 0.452], [-4.522, -3.001, -5.714], [-4.824, -1.521, -5.039], [-6.120, -2.371, -5.928], [-6.200, -4.209, -3.960], [-6.946, -2.630, -3.935], [-5.620, -4.607, 0.487], [-4.877, -3.333, 1.272], [-3.779, -4.605, 0.501], [-1.108, -2.459, -1.652], [-1.920, -1.181, -1.430], [-1.291, -0.300, -0.493], [-0.498, 0.642, -0.917], [-0.261, 0.944, -2.069], [0.041, 1.210, 0.173], [0.956, 2.277, -0.081], [-1.014, -3.037, -0.733], [-0.090, -2.252, -1.984], [-1.600, -3.055, -2.418], [-2.916, -1.482, -1.108], [-2.128, -0.714, -2.392], [1.313, 2.640, 0.876], [0.532, 3.109, -0.641], [1.716, 1.924, -0.782], [6.547, -1.072, 2.549], [6.325, 0.424, 2.629], [5.595, 0.841, 1.453], [5.246, 2.139, 1.426], [5.599, 3.030, 2.153], [4.468, 2.271, 0.363], [4.073, 3.551, -0.074], [7.084, -1.408, 1.657], [5.609, -1.599, 2.356], [7.049, -1.485, 3.420], [7.281, 0.946, 2.662], [5.695, 0.696, 3.476], [3.793, 3.483, -1.125], [4.862, 4.302, -0.035], [3.190, 3.972, 0.407], [0.463, -4.626, -4.129], [0.615, -5.596, -2.963], [0.683, -4.888, -1.749], [1.366, -5.397, -0.734], [1.682, -6.546, -0.593], [1.726, -4.382, 0.032], [2.538, -4.587, 1.176], [-0.561, -4.254, -4.089], [0.840, -4.954, -5.094], [1.088, -3.734, -3.986], [1.466, -6.244, -3.182], [-0.238, -6.267, -3.097], [2.082, -5.309, 1.854], [2.600, -3.666, 1.750], [3.562, -4.837, 0.908], [-1.419, 4.116, 7.733], [-0.879, 3.892, 6.328], [-1.492, 2.742, 5.729], [-1.199, 2.391, 4.492], [-0.382, 2.888, 3.746], [-1.936, 1.342, 4.180], [-1.819, 0.708, 2.912], [-2.444, 4.481, 7.751], [-0.825, 4.868, 8.250], [-1.295, 3.157, 8.236], [0.180, 3.658, 6.449], [-0.989, 4.743, 5.662], [-0.832, 0.271, 2.786], [-2.107, 1.392, 2.114], [-2.601, -0.050, 2.947], [-0.685, 1.004, -5.178], [0.530, 0.288, -4.585], [0.055, -0.980, -4.234], [-1.242, -1.476, -5.167], [-2.341, -1.703, -4.287], [-0.840, -2.426, -6.161], [-1.368, -0.024, -5.866], [-0.475, 1.855, -5.817], [-1.335, 1.303, -4.348], [0.828, 0.798, -3.669], [1.329, 0.210, -5.327], [-0.836, 5.983, -3.252], [0.244, 7.104, -3.246], [1.109, 6.777, -2.219], [0.260, 6.127, -0.989], [-0.662, 7.106, -0.472], [1.094, 5.355, -0.110], [-0.504, 5.222, -2.066], [-0.657, 5.281, -4.060], [-1.841, 6.390, -3.197], [-0.131, 8.127, -3.150], [0.797, 7.104, -4.189], [2.742, 4.083, 3.840], [2.679, 3.205, 5.094], [2.613, 4.134, 6.179], [2.435, 5.685, 5.646], [3.260, 6.619, 6.349], [1.035, 5.966, 5.416], [3.239, 5.303, 4.328], [1.749, 4.138, 3.388], [3.370, 3.633, 3.075], [3.541, 2.552, 5.215], [1.800, 2.581, 4.927]], "e_tot_ev": -157271.005, "molar_mass_g_mol": 1309.3, "homo_energy_ha": -0.390}